[1]
Molecular formula: CH4O3S
Method: DFT, ωB97M-V/def2-TZVPD

Results
* orbital gap: 0.3632 Eh
* HOMO energy: -0.3416 hartree
* multiplicity: 1
* structure (SMILES): OC(O)OS
* total charge: 0
* relative energy (zero: lowest compared OMol25 entry of this formula, charge and spin): 167.1 kJ/mol

Atoms and positions in Å:
1 S -0.51940 0.58649 2.03436
2 O 1.25952 -0.67493 -0.05884
3 O -0.90818 0.05413 0.52201
4 O -0.49408 -0.41930 -1.63598
5 C 0.09810 0.03939 -0.48866
6 H 0.55005 1.09886 -0.54578
7 H 1.22438 -1.41292 0.58244
8 H -0.81646 -1.25162 -1.33314
9 H 0.14610 1.74030 1.68368

=====

[2]
Molecular formula: CHBrNO2
Method: DFT, ωB97M-V/def2-TZVPD

Results
* orbital gap (alpha / beta): 0.2302 / 0.2309 Eh
* HOMO energy (alpha / beta): -0.0921 / -0.1199 hartree
* multiplicity: 3
* total charge: -1
* relative energy (zero: lowest compared OMol25 entry of this formula, charge and spin): 246.6 kJ/mol

Atoms and positions in Å:
1 Br -0.83026 -1.45352 -1.60624
2 O 2.27024 1.42502 -0.47956
3 O 1.48220 0.66868 -2.37328
4 N 1.44133 0.81952 -1.15947
5 C 0.16941 -0.92062 -0.06065
6 H -0.65909 -0.46135 0.63798

=====

[3]
Molecular formula: C8H8AlCl2GaN2O3
Method: DFT, ωB97M-V/def2-TZVPD

Results
* orbital gap (alpha / beta): 0.2270 / 0.1891 Eh
* HOMO energy (alpha / beta): -0.9170 / -0.9107 hartree
* multiplicity: 1
* total charge: +4
* relative energy (zero: lowest compared OMol25 entry of this formula, charge and spin): 241.2 kJ/mol

Atoms and positions in Å:
1 Ga 0.93966 0.87515 -0.85627
2 Cl -1.00575 2.29976 -2.73151
3 Cl -1.33385 -1.13876 -3.23816
4 Al 0.08399 0.44548 -3.27396
5 O 0.95189 2.21204 -5.96745
6 O 0.93366 -1.83701 -5.58307
7 O 2.23361 3.39369 0.37438
8 N 0.20534 0.06970 0.80234
9 N 1.00232 -0.50003 1.75492
10 C 0.28219 -1.05659 2.72891
11 C -1.07545 -0.05179 1.22317
12 C 0.80572 1.62923 -4.98685
13 C 0.90622 -1.82796 3.81645
14 C -1.04722 -0.76688 2.42862
15 C -2.22690 0.49782 0.49317
16 C 1.00227 -0.97757 -4.82001
17 C 1.75611 2.45350 -0.12589
18 H -1.94019 1.06137 -0.40762
19 H -1.90542 -1.05049 3.00756
20 H 0.49396 -2.84260 3.85380
21 H -2.82460 1.15334 1.14607
22 H 1.99476 -1.89145 3.68808
23 H 2.01689 -0.47511 1.69285
24 H -2.91214 -0.31418 0.20334
25 H 0.66292 -1.36066 4.77711

=====

[4]
Molecular formula: C8H8N3O4
Method: DFT, ωB97M-V/def2-TZVPD

Results
* orbital gap: 0.2865 Eh
* HOMO energy: -0.1669 hartree
* multiplicity: 1
* total charge: -1
* relative energy (zero: lowest compared OMol25 entry of this formula, charge and spin): 253.6 kJ/mol

Atoms and positions in Å:
1 O 2.52727 4.20024 -1.27282
2 O -0.53201 1.73613 -3.90109
3 O 0.24242 4.18775 -0.93434
4 O 1.01115 1.65569 -2.38634
5 N 0.06886 1.12414 -2.92738
6 N -0.17256 -2.16199 -1.70432
7 N -0.34729 -0.03576 -2.62764
8 C -1.35247 0.52648 1.51634
9 C -0.33778 1.27606 2.00194
10 C 0.08490 -0.11640 -0.31111
11 C 0.36353 -0.72303 -1.63672
12 C 0.86580 1.38468 1.43449
13 C 1.39571 4.11813 -1.02060
14 C -1.14834 -0.11252 0.29653
15 C 1.11400 0.63893 0.25635
16 H -0.48456 1.86697 2.97129
17 H 1.48870 2.15967 1.91016
18 H -2.22256 0.33799 2.11036
19 H -1.17423 -2.03594 -1.77375
20 H 1.59564 -0.71967 -1.77284
21 H 1.95131 0.80250 -0.38327
22 H -1.76815 -0.74770 -0.17236
23 H 0.04664 -2.39865 -2.70435

=====

[5]
Molecular formula: C23H27BN5ScSe4
Method: DFT, ωB97M-V/def2-TZVPD

Results
* orbital gap: 0.2344 Eh
* HOMO energy: -0.2537 hartree
* multiplicity: 1
* total charge: 0
* relative energy (zero: lowest compared OMol25 entry of this formula, charge and spin): 112.8 kJ/mol

Atoms and positions in Å:
1 Se 4.14393 0.57504 -2.07080
2 Se 3.14518 -0.63778 -0.33527
3 Se 1.16057 -0.12961 -3.95731
4 Se 3.44658 -0.60749 -3.92813
5 Sc 0.70868 0.16670 -1.26679
6 N -2.23316 0.84974 -1.87001
7 N 0.50457 2.35384 -1.75555
8 N -0.74677 2.84871 -1.73110
9 N 1.00256 1.27100 0.72259
10 N -1.40923 -0.21501 -1.93079
11 C -0.76461 4.06063 -2.28749
12 C 0.60630 -2.89057 0.24649
13 C 1.28157 3.28222 -2.32872
14 C -0.63322 -3.16272 -0.33319
15 C -1.98679 -1.09539 -2.76228
16 C 0.71342 -2.08573 1.37625
17 C 3.54720 3.90681 3.79910
18 C 0.94581 2.92560 3.76599
19 C 1.80908 2.68532 2.69042
20 C -3.19578 -0.60293 -3.22602
21 C 0.35108 -5.27561 -1.29800
22 C -1.61638 -1.62401 1.26746
23 C -1.73145 -2.45865 0.16922
24 C 2.69812 4.13822 4.87111
25 C 1.36420 1.92391 1.60252
26 C -0.40270 -1.47339 1.93159
27 C -0.79914 -4.26896 -1.36102
28 C -2.13197 -4.99777 -1.15621
29 C 0.52012 4.38683 -2.68691
30 C -0.30306 -0.74384 3.23545
31 C 3.11750 3.18053 2.70585
32 C 1.40249 3.64450 4.85203
33 C -3.30249 0.64418 -2.63674
34 B -1.89046 2.08461 -1.01469
35 H -2.49557 -1.12321 1.64650
36 H 0.75031 3.81312 5.69361
37 H -0.06418 2.54586 3.74152
38 H -1.46030 1.68019 0.03908
39 H -4.07832 1.37878 -2.71709
40 H 0.46369 -5.65514 -0.28455
41 H -0.27725 0.33189 3.07779
42 H -1.50356 -2.02649 -2.99309
43 H 1.50408 -3.38555 -0.10092
44 H -2.97735 -4.37010 -1.42652
45 H 1.67867 -1.99705 1.86607
46 H 3.77700 2.98239 1.87437
47 H 0.85290 5.29143 -3.15392
48 H 1.28825 -4.82788 -1.61785
49 H -2.23647 -5.29900 -0.11509
50 H 3.04685 4.69688 5.72661
51 H -1.16245 -0.96576 3.86569
52 H -1.67834 4.61524 -2.37439
53 H -2.17100 -5.88773 -1.78109
54 H -0.79708 -3.83856 -2.36840
55 H -2.70806 -2.58779 -0.26907
56 H 0.60632 -1.02996 3.75683
57 H -3.88966 -1.08114 -3.88405
58 H 4.55584 4.28612 3.82798
59 H -2.83673 2.78773 -0.91770
60 H 0.14877 -6.10956 -1.96520
61 H 2.34191 3.11634 -2.44618

=====

[6]
Molecular formula: C6H10O
Method: DFT, ωB97M-V/def2-TZVPD

Results
* orbital gap (alpha / beta): 0.2712 / 0.2880 Eh
* HOMO energy (alpha / beta): -0.2666 / -0.2846 hartree
* multiplicity: 1
* total charge: 0
* relative energy (zero: lowest compared OMol25 entry of this formula, charge and spin): 534.0 kJ/mol

Atoms and positions in Å:
1 O 2.31232 -0.68537 -0.29464
2 C 1.06476 -0.18303 -0.03694
3 C 0.12292 2.00902 0.33898
4 C -1.34282 -0.54306 0.12500
5 C 1.05603 1.12136 0.64833
6 C -1.10424 0.40926 -1.04094
7 C 0.01551 -1.21213 0.37902
8 H 2.25443 -1.64611 -0.37319
9 H -2.11117 -1.29628 -0.08591
10 H -1.64952 0.03389 1.00011
11 H 1.87917 1.31216 1.33444
12 H 0.13188 -2.08821 -0.27763
13 H -1.77487 1.25989 -1.11606
14 H -0.12107 2.84709 0.99673
15 H -1.13250 -0.12484 -2.00679
16 H 0.15001 -1.55992 1.40992
17 H 0.24916 0.34630 -1.00045

=====

[7]
Molecular formula: C4H11N8S
Method: DFT, ωB97M-V/def2-TZVPD

Results
* orbital gap: 0.3158 Eh
* HOMO energy: -0.4290 hartree
* multiplicity: 1
* total charge: +1

Atoms and positions in Å:
1 S 3.30796 1.60722 -0.60677
2 N 0.90645 0.42063 -0.56693
3 N 2.50292 -0.31767 0.94859
4 N -3.17578 -0.16264 1.14908
5 N -4.25041 1.37377 -0.18230
6 N -1.16894 -0.13650 0.28951
7 N -1.90984 0.81986 -0.39553
8 N -0.05975 -0.60728 -0.29021
9 N 3.83771 -0.38916 1.32460
10 C -0.28935 -1.05522 -1.65562
11 C -1.98679 -0.63188 1.23780
12 C -3.13022 0.73823 0.11019
13 C 2.12632 0.51473 -0.00526
14 H 4.06543 -1.38772 1.39308
15 H -0.57073 -0.12479 -2.34306
16 H 0.63510 -1.44369 -2.00855
17 H -5.01837 1.23632 0.54862
18 H 4.20051 0.15234 2.06509
19 H 1.97554 -1.10943 1.08637
20 H 4.39720 0.79566 0.05309
21 H 0.59337 0.89692 -1.41007
22 H -0.99744 -1.75787 -1.59609
23 H -4.27148 2.11513 -0.85953
24 H -1.71941 -1.54698 1.71390

=====

[8]
Molecular formula: C45H43Cl2N3O5P2S2Zr
Method: DFT, ωB97M-V/def2-TZVPD

Results
* orbital gap: 0.2535 Eh
* HOMO energy: -0.4605 hartree
* multiplicity: 1
* total charge: +2
* relative energy (zero: lowest compared OMol25 entry of this formula, charge and spin): 22.2 kJ/mol

Atoms and positions in Å:
1 Zr -0.09549 0.15289 0.62067
2 Cl -0.24766 0.12827 -2.22485
3 Cl 0.90179 2.83770 -2.03986
4 S -3.97208 -0.55737 3.54259
5 S -1.21365 -1.51994 3.99399
6 P 1.37036 -2.13750 -0.31926
7 P -1.33814 -2.35153 0.14115
8 O 5.08821 4.25377 0.73387
9 O 0.81681 -0.07221 2.49976
10 O 1.73520 0.95393 0.32114
11 O -1.39798 1.57783 0.08705
12 O -2.33194 2.85536 -2.05105
13 N -1.90053 0.25553 2.10968
14 N -0.01388 -3.07640 -0.63500
15 N -2.94879 1.05895 1.65331
16 C 1.53459 0.76992 3.15936
17 C 0.02086 -4.47992 -1.06988
18 C -5.81875 3.59218 0.07905
19 C 2.52868 -2.04632 -4.25289
20 C 2.48974 1.72428 1.08913
21 C -5.64729 4.11930 -1.19742
22 C -4.44053 -1.00910 -2.95600
23 C -3.62309 -1.07660 -0.69912
24 C 0.98288 1.28784 -2.85621
25 C 4.02000 -4.75203 2.37073
26 C -4.48365 3.87362 -1.89762
27 C 3.53896 -1.31291 -1.77022
28 C 4.12263 -4.86879 0.99065
29 C 1.40917 0.65709 4.64218
30 C -4.81497 2.82807 0.63122
31 C -4.54390 -0.61674 -1.62796
32 C 4.26350 -1.04184 -2.92073
33 C -2.29456 -0.51088 3.08768
34 C 3.75858 -1.40960 -4.16273
35 C 1.79723 -2.31414 -3.10310
36 C 3.41590 2.55485 0.47054
37 C 2.36854 -3.02609 2.10982
38 C 2.46638 -3.13760 0.72233
39 C 2.30105 -1.95615 -1.85809
40 C -3.46441 3.10351 -1.34239
41 C 3.14385 -3.83262 2.92965
42 C 3.35126 -4.06416 0.16721
43 C -1.68384 -5.38026 2.80946
44 C -3.41498 -1.85505 -3.35606
45 C -2.61481 1.71913 0.59653
46 C -3.89655 -4.99215 1.94280
47 C 4.19877 3.41301 1.23293
48 C -2.05460 -3.64761 1.17714
49 C -2.58940 -1.92831 -1.09774
50 C -1.19283 -4.35652 2.01793
51 C -2.48391 -2.30789 -2.43327
52 C -3.80486 -2.07176 4.53038
53 C -2.45508 -2.05512 5.20838
54 C -3.40701 -3.97318 1.13476
55 C 4.06918 3.44262 2.64517
56 C 2.36571 1.70911 2.51661
57 C 3.18801 2.61594 3.25415
58 C -3.03861 -5.69324 2.77745
59 C -3.62202 2.56815 -0.05827
60 C 5.28679 4.30699 -0.68131
61 H -4.35122 4.28191 -2.89372
62 H -4.61499 -2.08071 5.25836
63 H -2.37466 3.35299 -2.87600
64 H 4.62927 -5.37581 3.01111
65 H -5.33467 0.05229 -1.31381
66 H 3.11291 2.65611 4.32965
67 H -6.42227 4.72558 -1.64689
68 H -5.15976 -0.65278 -3.68133
69 H -4.07803 -3.44786 0.46831
70 H -0.88743 -4.72705 -1.61788
71 H 5.22696 -0.55449 -2.84939
72 H -3.42081 -6.49743 3.39241
73 H -3.70848 -0.75824 0.33553
74 H -2.16172 -3.04600 5.55322
75 H 1.68913 -2.30444 2.54757
76 H 0.87710 -4.63208 -1.72533
77 H 3.44494 -4.15175 -0.90803
78 H 4.68703 4.13178 3.20276
79 H 3.07221 -3.74015 4.00570
80 H 2.04210 1.33155 5.20287
81 H -2.42987 -1.35860 6.04481
82 H 5.63160 3.34253 -1.05563
83 H 6.05113 5.05881 -0.84236
84 H -0.13538 -4.11754 2.04191
85 H -1.01051 -5.94108 3.44473
86 H 3.93772 -1.03420 -0.80095
87 H -3.33804 -2.15991 -4.39134
88 H 4.36787 4.60393 -1.18808
89 H 0.36413 0.83564 4.90272
90 H -1.67147 -2.94435 -2.75886
91 H 0.10858 -5.15641 -0.21880
92 H 0.82964 -2.79346 -3.18123
93 H 0.74585 1.41350 -3.90585
94 H 4.80624 -5.58602 0.55669
95 H 3.47566 2.52926 -0.60632
96 H 1.63378 -0.37073 4.93202
97 H 4.32872 -1.20685 -5.05956
98 H -4.94668 -5.24963 1.90360
99 H -6.72420 3.78704 0.63589
100 H 2.13923 -2.34034 -5.21865
101 H 1.95320 0.82328 -2.70870
102 H -4.92524 2.41835 1.62537
103 H -3.90696 -2.92976 3.86580

=====

What max |F| values result from the calculations? In sequence: 0.05703, 0.05379, 0.19647, 0.08784, 0.04209, 0.00887, 0.07654, 0.01863 Eh/bohr.